No. 1
This record from the OMol25 dataset describes a structure of composition C34H46N4O6SSeSn. The level of theory is ωB97M-V/def2-TZVPD.

```
93
Properties=species:S:1:pos:R:3:lowdin_charge:R:1
O -0.212 -4.925 3.758 -0.4186
N 4.504 -4.330 3.205 0.0997
H -4.648 -2.530 -0.305 0.0781
C -2.528 -0.888 -0.764 -0.0674
H -5.296 0.303 0.945 0.0730
C 0.738 3.979 -3.551 -0.0560
H -3.741 -0.185 2.452 0.0783
H 3.820 2.097 2.601 0.0906
C 2.804 -3.460 4.777 -0.3072
C 3.293 -4.341 3.713 -0.3240
H 1.933 4.284 0.101 0.0812
H -4.102 -0.663 -2.161 0.0892
H -2.441 -0.558 -6.679 0.0758
C -1.129 -1.128 -0.609 -0.3433
H -4.452 0.751 -3.862 0.0733
H -0.065 3.880 2.070 0.0894
N 3.497 -2.518 5.382 0.0965
H 3.290 4.617 -4.304 0.0737
O -0.395 -2.625 3.026 -0.5176
C -1.920 -0.664 -5.724 -0.0782
C 3.232 -5.863 2.149 -0.1164
H -1.363 -1.603 -5.744 0.0837
H 1.461 -5.309 3.226 0.0980
C -0.345 -1.079 -1.785 -0.4118
O -0.620 -1.382 0.561 -0.2719
Sn 1.132 -2.186 1.397 1.3216
N 1.531 -3.542 5.241 0.1074
N 2.490 -5.274 3.138 0.1095
H 3.258 3.340 3.732 0.0766
C 1.777 2.736 2.254 -0.5291
C -2.934 -0.643 -4.579 -0.5635
H 2.906 -1.131 6.902 0.0744
H -0.169 4.129 -2.962 0.0886
H 2.085 6.208 -2.863 0.0755
C -4.162 -2.185 0.614 -0.0346
C -3.524 -0.803 0.410 -0.5187
H 5.338 -5.497 1.614 0.0755
C 1.910 2.981 -1.576 -0.1943
H 1.824 1.354 -2.989 0.0926
C -4.625 0.222 0.086 -0.0785
H 0.764 -4.063 4.792 0.0742
H 2.815 -6.610 1.498 0.0988
C 2.039 5.471 -2.057 -0.0794
C 1.773 0.641 -0.995 -0.3969
Se 1.559 -1.172 -1.606 1.0624
H -4.190 1.207 -0.102 0.0881
C 1.163 1.718 3.227 -0.0547
H -2.371 0.591 1.634 0.0878
H 1.155 5.685 -1.453 0.0831
H -2.247 -1.084 2.176 0.0603
O 1.847 -0.054 1.268 -0.3219
H -4.423 -1.697 -5.770 0.0739
C 1.392 -2.562 6.183 -0.1120
H -3.004 1.526 -4.501 0.0853
O -0.258 -4.376 1.398 -0.4687
H 1.769 0.823 3.320 0.0734
H -3.407 -2.911 0.919 0.0737
C 1.787 2.281 0.783 -0.0857
C -3.030 -0.777 -2.051 -0.0045
H 0.775 4.741 -4.337 0.0743
H 0.168 1.409 2.903 0.0902
C 1.787 0.907 0.405 -0.3829
C 1.881 3.251 -0.212 0.0008
H -4.692 -1.809 -4.023 0.0744
H -4.189 0.808 -5.612 0.0744
H -0.214 -0.901 -3.893 0.0823
H 1.074 2.191 4.211 0.0764
H 2.922 5.602 -1.428 0.0823
H -1.204 0.155 -5.635 0.0800
H -4.912 -2.139 1.410 0.0826
C 4.471 -5.284 2.218 -0.1838
C 0.958 4.028 2.423 -0.0727
C 3.225 3.008 2.689 -0.0492
H 1.381 4.881 1.892 0.0611
H 0.452 -2.372 6.669 0.0992
C -2.261 -0.794 -3.217 -0.1932
H 0.661 3.001 -4.028 0.0724
C -3.693 0.690 -4.643 -0.0555
H -3.406 -2.754 -4.769 0.0877
H 3.232 2.876 -3.985 0.0743
H 4.135 3.932 -2.900 0.0855
H 0.919 4.293 3.483 0.0732
C 2.615 -1.952 6.266 -0.1853
C -0.892 -0.921 -3.049 -0.0871
O -2.289 -4.155 2.753 -0.3393
C 3.235 3.860 -3.514 -0.0594
H -5.237 -0.050 -0.776 0.0593
C -3.926 -1.795 -4.799 -0.0571
C 1.981 4.063 -2.652 -0.5638
S -0.846 -4.050 2.725 0.2560
C -2.918 -0.349 1.748 -0.0482
C 1.839 1.641 -1.943 -0.0928
H 3.682 3.779 2.063 0.0754
```

calculated total energy = -5007.80753 a.u.
largest force on an atom = 0.0097 hartree/bohr
gap between HOMO and LUMO = 6.356 eV
HOMO = -2.49 eV
net charge = -2

No. 2
This record from the OMol25 dataset describes a structure of composition C34H47AsN4P2Tl. The level of theory is ωB97M-V/def2-TZVPD.

```
89
Properties=species:S:1:pos:R:3:lowdin_charge:R:1
C -2.852 1.714 -1.347 -0.3334
H 2.125 -0.524 -2.342 0.0047
C -0.264 4.267 -4.489 -0.0750
H 4.239 -2.606 -2.096 0.0380
H -0.096 -2.039 -1.155 0.0401
C -2.572 -2.667 2.529 -0.1845
C -1.960 0.920 2.262 -0.3163
H 4.800 0.537 4.076 0.0943
H -0.274 -3.796 2.432 0.0839
H 0.199 6.338 -4.170 0.1064
C -2.577 -1.659 0.303 -0.2060
H -6.637 2.427 -1.420 0.1082
H -1.482 1.036 1.286 0.0110
H 1.902 -0.263 4.273 0.0192
H -5.673 0.823 -3.014 0.1096
H 2.404 0.853 -1.271 0.0293
C 4.176 -0.268 2.177 -0.4055
Tl 0.379 -0.903 1.412 0.7166
N -2.235 -1.493 1.717 -0.2274
H 6.180 2.310 3.116 0.1092
C -2.939 0.150 -3.192 -0.1967
C -5.575 2.220 -1.396 -0.0680
C 5.651 1.629 2.462 -0.0703
H -5.193 3.592 0.213 0.1065
C -3.397 2.622 -0.452 -0.1048
C 4.263 -0.117 0.775 -0.4002
H 0.071 -3.524 -0.530 0.0895
H 0.321 -0.680 -3.716 0.0872
H 0.246 6.126 -1.705 0.1055
C 5.074 0.894 0.253 -0.0948
C 4.866 0.624 2.999 -0.0940
C 2.637 -1.045 4.472 -0.3006
H -1.556 -1.911 4.277 0.1067
H -3.188 -2.106 -5.705 0.1088
H -0.182 3.943 -0.646 0.0925
C -3.522 -0.669 -4.153 -0.0164
H 5.166 1.013 -0.820 0.0979
H -4.598 -0.682 -4.281 0.1101
H 5.004 -2.947 -0.540 0.0312
C -1.848 -2.794 -0.399 -0.2309
H -3.222 -0.469 3.261 0.1264
H -1.881 -3.642 4.301 0.1225
C -0.505 2.920 -2.511 -0.3896
N -0.270 -2.983 3.043 -0.0356
H 0.449 -3.160 3.735 0.0652
H -2.763 3.149 0.253 0.0983
H -1.338 0.582 4.185 0.0792
C -3.664 1.056 -2.275 -0.1984
C 4.639 -2.150 -1.189 -0.2827
H 4.330 -3.514 4.126 0.0378
H -2.577 1.808 2.438 0.1169
C -1.546 0.143 -3.036 -0.3582
H 5.351 -2.055 4.119 0.0414
C 4.694 -2.685 3.517 -0.2762
C -2.728 -1.477 -4.953 -0.0675
C -4.763 2.876 -0.476 -0.0741
C -0.756 -0.678 -3.831 -0.1113
H 2.136 -1.852 5.012 0.0313
N -0.385 -2.632 -0.385 -0.0535
H 3.716 0.247 -2.311 0.0397
H -3.593 -2.628 2.929 0.1348
H -0.730 -2.111 -5.429 0.1066
H -3.773 -0.045 1.650 0.1298
C -1.346 -1.483 -4.798 -0.0772
H 3.420 -0.648 5.117 0.0325
H 6.400 2.525 0.661 0.1095
C 0.005 5.380 -3.705 -0.0806
N -0.915 0.747 3.279 -0.0542
P 3.292 -1.219 -0.342 0.7998
C 5.768 1.755 1.085 -0.0686
As -0.962 1.272 -1.565 1.3287
P 3.268 -1.713 2.869 0.7933
C -0.521 3.037 -3.895 -0.0935
H -0.360 1.589 3.370 0.0790
C 2.861 -0.040 -1.698 -0.2999
H 5.265 -3.095 2.684 0.0349
C -5.031 1.314 -2.293 -0.0167
H -2.250 -2.847 -1.415 0.1198
H -0.741 2.177 -4.515 0.0969
C -0.215 4.034 -1.727 -0.1326
H -0.282 4.356 -5.568 0.1072
H -2.339 -0.718 -0.203 0.0705
C -2.879 -0.285 2.239 -0.1862
H 5.470 -1.495 -1.451 0.0395
H -2.518 -3.566 1.914 0.1104
C 0.032 5.263 -2.321 -0.0818
H -2.082 -3.747 0.073 0.1038
H -3.658 -1.828 0.174 0.1414
C -1.581 -2.809 3.656 -0.2405
```

calculated total energy = -4633.61028 a.u.
largest force on an atom = 0.0164 hartree/bohr
gap between HOMO and LUMO = 8.336 eV
HOMO = -10.22 eV
net charge = +1
relative energy (zero: lowest compared OMol25 entry of this formula, charge and spin) = 0.0 kJ/mol

Question: What is the calculated total energy in the first record?
Answer: -5007.80753 a.u.